Formula: C34H86ClN6O15
Source: the Open Molecules 2025 dataset
Level of theory: the ωB97M-V functional and the def2-TZVPD basis

E_LUMO	2.2807	eV
DFT total energy	-3263.92359	Ha
total charge	-1
relative energy (zero: lowest compared OMol25 entry of this formula, charge and spin)	0.00	kJ/mol
frontier orbital gap	8.24	eV
F_max	0.0409	hartree/bohr
HOMO energy	-0.219	Eh

The geometry in XYZ format:
```
142
C34H86ClN6O15 (the ωB97M-V functional and the def2-TZVPD basis)
Cl 0.312 -0.003 1.536
O -0.367 -1.286 1.678
O 0.474 0.545 2.864
O 1.623 -0.290 0.981
O -0.421 0.884 0.670
C -6.223 0.862 -6.581
O -5.159 0.914 -5.632
C -4.135 -0.037 -5.852
C -3.181 -0.016 -4.688
N -3.733 -0.739 -3.543
C -2.868 -0.680 -2.369
C -2.811 0.679 -1.676
O -4.132 0.975 -1.234
C -4.254 2.313 -0.821
H -7.156 0.802 -6.021
H -6.111 0.031 -7.277
H -6.228 1.812 -7.122
H -3.588 0.218 -6.773
H -4.581 -1.031 -5.991
H -2.975 1.050 -4.495
H -2.241 -0.461 -5.027
H -4.593 -0.233 -3.337
H -1.847 -0.899 -2.704
H -3.137 -1.441 -1.637
H -2.402 1.428 -2.360
H -2.178 0.561 -0.789
H -5.303 2.602 -0.763
H -3.753 3.011 -1.500
H -3.818 2.435 0.181
C 6.645 -1.244 1.606
O 5.611 -1.581 2.494
C 4.509 -2.111 1.807
C 3.407 -2.466 2.774
N 3.044 -1.324 3.634
C 2.263 -1.787 4.787
C 2.061 -0.664 5.797
O 3.197 0.137 5.893
C 3.057 1.095 6.912
H 7.474 -0.843 2.184
H 6.306 -0.460 0.907
H 6.961 -2.098 0.992
H 4.749 -3.019 1.231
H 4.142 -1.345 1.107
H 3.751 -3.277 3.431
H 2.531 -2.881 2.255
H 2.323 -0.854 3.088
H 2.820 -2.574 5.307
H 1.293 -2.190 4.468
H 1.898 -1.132 6.790
H 1.146 -0.085 5.601
H 3.948 1.724 6.888
H 2.971 0.612 7.893
H 2.212 1.760 6.691
C -3.302 -3.458 2.305
O -4.511 -2.812 1.963
C -4.343 -1.637 1.190
C -5.505 -0.714 1.525
N -5.532 -0.258 2.904
C -4.281 0.419 3.242
C -4.269 1.059 4.620
O -3.502 2.265 4.643
C -2.256 2.165 3.989
H -2.690 -3.690 1.432
H -3.568 -4.374 2.832
H -2.675 -2.863 2.982
H -4.459 -1.878 0.120
H -3.362 -1.168 1.290
H -6.449 -1.199 1.275
H -5.441 0.170 0.883
H -5.609 -1.060 3.522
H -4.103 1.220 2.519
H -3.431 -0.272 3.170
H -3.773 0.421 5.369
H -5.278 1.289 4.958
H -2.252 1.892 2.933
H -1.584 1.514 4.566
H -1.806 3.155 4.055
C 3.933 3.300 -4.334
O 3.439 2.315 -3.456
C 2.118 1.917 -3.691
C 1.762 0.825 -2.721
N 2.388 -0.439 -3.102
C 1.875 -1.565 -2.342
C 2.361 -2.915 -2.787
O 3.570 -3.238 -2.123
C 3.961 -4.565 -2.385
H 3.745 2.999 -5.375
H 5.016 3.258 -4.218
H 3.521 4.287 -4.115
H 1.956 1.618 -4.739
H 1.417 2.764 -3.558
H 0.682 0.668 -2.785
H 2.056 1.141 -1.712
H 3.392 -0.412 -2.981
H 0.788 -1.540 -2.243
H 2.177 -1.471 -1.283
H 2.419 -3.038 -3.882
H 1.620 -3.691 -2.534
H 3.194 -5.239 -1.979
H 4.871 -4.765 -1.816
H 4.168 -4.740 -3.444
C 5.567 6.497 -0.447
O 4.358 5.953 -0.904
C 4.339 4.536 -0.927
C 4.343 3.902 0.458
N 3.263 4.365 1.325
C 2.007 3.630 1.135
C 1.037 3.972 2.220
O 1.684 3.861 3.506
C 0.772 3.843 4.578
H 5.511 7.587 -0.472
H 6.409 6.205 -1.086
H 5.753 6.242 0.601
H 5.113 4.099 -1.570
H 3.371 4.270 -1.364
H 5.277 4.196 0.963
H 4.455 2.818 0.421
H 3.083 5.321 1.024
H 2.170 2.551 1.058
H 1.572 3.831 0.139
H 0.103 3.408 2.193
H 0.801 5.051 2.266
H 0.045 4.657 4.456
H 1.393 4.065 5.452
H 0.313 2.867 4.745
C -3.310 -5.737 -2.342
C -2.926 -4.311 -2.651
C -1.453 -4.082 -2.947
O -0.587 -4.446 -1.907
C -0.652 -3.644 -0.744
N -3.721 -3.768 -3.734
H -2.755 -6.151 -1.501
H -3.133 -6.391 -3.206
H -4.383 -5.808 -2.146
H -3.124 -3.747 -1.719
H -1.332 -3.011 -3.190
H -1.153 -4.635 -3.842
H 0.008 -4.095 -0.005
H -1.648 -3.641 -0.304
H -0.310 -2.630 -0.956
H -3.529 -2.784 -3.905
H -4.713 -3.904 -3.605
```

Here are the Mulliken charges for atoms 1 to 5, given in e: 0.76, -0.57, -0.23, -0.35, -0.52